9
Properties=species:S:1:pos:R:3:forces:R:3 method="wB97M-V/def2-TZVPD" gap_ev="8.34 / 8.33" homo_energy_ev="-9.456 / -9.450" charge=0 lumo_ev="-1.11 / -1.12" relative_energy_kcal_mol=82.47 e_tot_ha=-813.03388
C -1.33989 -0.38119 -0.27007 -1.82 -0.38 1.09
C 1.47831 0.56883 0.14986 -3.82 -0.68 0.94
O -0.18406 -0.50866 -0.82124 3.45 1.00 -0.58
F -1.33508 -1.03440 0.96064 -0.03 -1.56 2.08
F 1.57398 1.49383 -0.73617 0.70 0.02 -0.34
Cl 2.51734 -0.73166 0.18042 0.19 0.34 -0.18
H -2.21490 -0.97552 -0.78078 1.43 1.67 0.06
H -1.51951 0.60816 0.17153 -0.85 0.64 -1.25
H 1.02380 0.96060 1.14581 0.75 -1.05 -1.82

9
Properties=species:S:1:pos:R:3:forces:R:3 method="wB97M-V/def2-TZVPD" gap_ev="6.02 / 5.86" homo_energy_ev="-8.758 / -8.706" charge=0 lumo_ev="-2.74 / -2.85" relative_energy_kcal_mol=64.92 e_tot_ha=-1136.01038
C 0.46520 -0.09830 -0.43971 0.65 0.67 -0.66
C -0.35623 -0.03524 0.74035 -1.83 -0.65 1.88
F 0.09529 -0.26999 1.94241 -0.58 0.33 -1.88
F -1.50043 0.60387 0.76692 1.78 -0.96 -0.14
S 1.38009 1.55196 -0.51762 -0.19 -0.63 0.31
Cl -1.50171 -2.96225 -0.02991 0.63 1.45 0.31
H 1.23731 -0.85605 -0.34898 -0.17 -0.12 0.07
H -0.11203 -0.21731 -1.35111 -0.14 -0.20 0.21
H 0.29251 2.28330 -0.76236 -0.16 0.11 -0.10